1.
DFT (ωB97M-V/def2-TZVPD) results for C31H43NO11PtS4SeSi as an isolated structure.

Each line ends with the Löwdin charge.
Element x y z (Å)
O -3.131 -1.392 -0.554  -0.10
O 6.103 -0.176 2.127  -0.28
C 0.568 2.637 -0.815  -0.23
H 2.329 -3.633 -2.876  0.03
H 3.835 4.046 0.684  0.11
H -4.749 4.640 -3.519  0.09
H 2.057 3.167 2.158  0.11
H 1.563 0.744 -4.833  0.03
H 3.200 -1.090 -1.425  0.00
H 2.659 0.503 -1.929  0.03
C -4.710 1.729 -3.810  0.00
C 3.777 -1.837 4.717  -0.07
C 4.117 -2.123 0.934  -0.21
C 4.277 -0.927 3.789  -0.30
H 1.600 -3.503 -4.482  0.03
H 4.048 -1.035 0.901  0.11
H 3.954 -0.310 -2.821  0.05
H -5.566 3.033 -0.819  0.12
O 6.666 -2.004 3.746  -0.29
C 3.009 -0.458 -2.291  -0.17
Si 1.785 -1.263 -3.419  0.26
H -6.193 3.961 -4.271  0.08
H 3.283 -3.026 -4.232  0.04
C -4.193 0.188 -2.035  -0.11
H 2.144 -2.313 6.010  0.12
H -3.166 -1.430 3.720  0.06
Se -0.310 -1.569 -2.406  0.72
N 5.223 -2.468 1.819  -0.13
C 2.716 3.698 -1.114  -0.06
H -3.864 -0.008 -5.459  0.08
H 2.671 -2.464 2.478  0.12
H 3.978 0.911 2.747  0.11
C 2.544 -1.603 5.295  -0.04
H -3.022 -3.180 0.962  0.04
C -5.184 2.656 -2.888  -0.24
H -3.694 0.985 0.788  0.07
C 1.579 -2.073 0.769  -0.66
H 1.754 1.313 3.787  0.09
O -0.519 0.681 1.845  -0.52
C 1.546 3.179 -1.642  -0.07
H -3.652 -1.028 2.043  0.03
C 0.423 -0.260 5.531  -0.03
C 1.933 3.154 1.085  -0.05
H -5.027 -0.167 0.608  0.08
H -2.538 0.047 2.934  0.04
C -3.583 -1.074 -1.654  -0.22
H 0.416 -0.423 6.610  0.08
C -4.692 1.111 -1.089  -0.17
H 2.193 -0.644 -5.745  0.04
O 1.531 -0.822 0.605  -0.08
Pt -0.631 -0.782 0.125  1.12
C 2.287 -3.025 -3.781  -0.22
S -0.491 2.192 1.802  0.50
H 1.381 3.173 -2.711  0.12
H 4.348 -2.721 4.972  0.12
C -3.689 -0.434 -4.473  -0.04
C 0.742 2.653 0.571  -0.20
O -0.278 1.258 -2.831  -0.40
C 2.784 -2.696 1.414  -0.06
H 0.061 0.745 5.320  0.08
C 3.573 0.221 3.475  -0.04
O 0.040 2.664 3.058  -0.31
O -1.733 3.039 -2.000  -0.24
C 1.463 -0.328 -4.995  -0.20
C 1.797 -0.470 4.959  -0.25
H -5.360 1.553 0.887  0.09
S 5.737 -1.334 2.886  0.62
C -4.226 0.497 -3.414  -0.19
C 2.919 3.662 0.255  -0.05
O 0.577 -2.781 0.461  -0.15
H -3.512 -1.819 -2.461  0.11
C -4.698 0.847 0.386  -0.03
H 4.350 -2.458 -0.079  0.12
C 2.335 0.443 4.062  0.00
H 5.253 -3.404 2.198  0.12
H -2.612 -0.581 -4.360  0.06
H -0.284 -0.961 5.081  0.07
C -2.853 -0.981 2.778  -0.31
H -2.573 -3.930 2.532  0.05
H 2.734 -3.779 1.299  0.13
S -1.424 -1.883 2.183  0.87
H 3.466 4.114 -1.772  0.11
C -5.194 2.318 -1.543  0.01
C -5.627 4.015 -3.340  -0.04
S -0.840 1.970 -1.683  0.48
H -1.446 -3.996 1.153  0.04
H -4.702 1.985 -4.863  0.12
H -6.239 4.507 -2.585  0.08
O -1.742 2.754 1.383  -0.28
O -1.464 0.997 -0.727  -0.50
C -2.211 -3.403 1.650  -0.32
H -4.165 -1.416 -4.448  0.08
H 0.463 -0.507 -5.389  0.03

## Properties
Charge ... 0
HOMO (spin up / spin down) ... -8.96 / -9.10 eV
F_max ... 0.34 eV Å⁻¹
Expectation value of S² ... 6.0136
E ... -6492.43460 Eh
LUMO energy (spin up / spin down) ... -0.19 / -2.84 eV
Energy relative to the best compared isomer or geometry (same formula, charge and spin) ... 0.174 eV
Frontier orbital gap (spin up / spin down) ... 8.76 / 6.25 eV
Multiplicity ... 5

=====

2.
DFT (ωB97M-V/def2-TZVPD) results for C31H43NiP2S2Sb as an isolated structure.

Each line ends with the Löwdin charge.
Element x y z (Å)
S -0.848 -1.851 -1.320  0.63
P 1.164 -4.911 0.933  0.73
C 3.244 4.257 1.972  -0.10
C 1.684 -3.748 -3.159  -0.24
C -0.570 1.456 1.669  -0.33
H 0.983 4.179 -2.307  0.07
C -1.016 2.238 -1.432  -0.35
C 0.354 1.450 -3.419  -0.09
C -2.203 2.754 -0.925  -0.13
H 3.848 6.300 1.702  0.10
H -4.257 -1.165 -1.460  0.08
C 1.653 4.643 -0.305  -0.30
Sb 0.578 1.587 -0.138  1.55
H 2.463 2.273 1.986  0.09
C 2.648 -1.572 -1.597  -0.26
C -1.590 -0.154 3.174  -0.10
C -2.388 -1.638 -0.504  -0.75
H 1.039 5.901 -1.932  0.08
H -3.670 0.086 -0.363  0.08
H -1.556 4.588 2.604  0.08
H 3.854 4.097 2.852  0.10
H -4.154 3.540 -1.349  0.10
C 0.811 4.917 -1.523  -0.05
C 0.230 -6.431 1.262  -0.26
H 3.940 -4.547 -1.530  0.09
C -2.056 0.885 3.962  -0.08
H 0.458 0.414 -3.083  0.03
C -0.780 3.963 2.162  -0.05
H 1.263 1.985 -3.130  0.06
H -0.748 4.164 1.092  0.05
C 1.856 -4.480 2.557  -0.23
C -3.239 3.138 -1.766  -0.09
H 1.950 -0.901 -2.099  0.00
H 0.865 -7.203 1.700  0.05
H -4.075 -3.017 2.071  0.06
H 2.458 6.624 -0.303  0.11
H 1.388 -4.797 -3.187  0.05
Ni 0.156 -3.353 -0.156  -0.43
H 0.183 4.282 2.569  0.08
C 3.240 5.485 1.331  -0.09
H 2.329 -5.343 3.029  0.05
H -2.640 0.680 4.852  0.10
C -3.938 -2.189 1.376  -0.12
S -1.487 -3.490 1.222  0.64
H 2.210 -6.174 -0.803  0.08
H 2.834 -1.160 -0.605  0.04
C -0.847 0.139 2.039  -0.15
C -1.783 2.197 3.605  -0.06
H 3.330 -6.022 0.549  0.09
H -0.254 4.884 -1.290  0.08
H -2.916 -0.123 -1.942  0.05
C -3.098 2.989 -3.135  -0.08
C -1.043 2.509 2.466  -0.30
H 0.299 1.452 -4.507  0.08
C 2.455 3.231 1.472  -0.17
H -0.205 -6.790 0.330  0.05
H 2.584 -3.676 2.450  0.05
H -0.504 -0.685 1.419  0.04
C 2.454 5.664 0.202  -0.06
H 2.607 -3.611 -3.724  0.05
H -3.898 3.281 -3.804  0.10
H 0.881 -3.163 -3.609  0.04
C 2.607 -5.476 -0.061  -0.38
H 3.582 -1.625 -2.159  0.05
H -0.589 -6.192 1.941  0.03
H -4.803 -2.159 0.709  0.07
H -3.935 -1.261 1.956  0.07
C -3.358 -0.656 -1.101  -0.11
H -2.340 2.842 0.144  0.09
C -1.928 2.449 -3.650  -0.05
H -2.157 3.008 4.221  0.11
H 3.767 -3.644 -0.030  0.08
C 3.228 -4.261 -0.754  -0.38
C 1.645 3.406 0.351  -0.36
C -2.659 -2.343 0.600  -0.77
H -1.826 2.315 -4.721  0.11
H 1.042 -4.115 3.184  0.04
C -0.882 2.065 -2.817  -0.34
P 1.879 -3.206 -1.437  0.74
H -1.804 -1.187 3.419  0.09

## Properties
Charge ... 0
HOMO ... -6.50 eV
F_max ... 0.16 eV Å⁻¹
E ... -4434.75468 Eh
LUMO energy ... 0.43 eV
Energy relative to the best compared isomer or geometry (same formula, charge and spin) ... 0.000 eV
Frontier orbital gap ... 6.93 eV

=====

3.
DFT (ωB97M-V/def2-TZVPD) results for a 3-piece molecular cluster, C31H44Br2ClI2N3O6 overall at a distorted geometry.

Each line ends with the Löwdin charge.
Element x y z (Å)
C 2.627 -3.988 -7.381  -0.05
H -2.708 -2.574 4.182  0.06
H -1.831 0.742 3.278  0.08
H -1.432 -4.459 -5.022  0.09
H 2.831 -3.138 -8.030  0.08
O 3.302 2.568 -1.484  0.15
H -1.936 1.616 4.791  0.04
H -2.294 -2.854 -6.878  0.09
H 6.408 4.898 -1.778  0.09
N 0.362 -3.273 -6.633  -0.08
H -3.025 -0.518 9.034  0.08
H 0.763 -5.116 -4.871  0.05
H -0.294 -3.810 -3.830  0.06
H 1.418 -2.511 -3.543  0.11
O -1.847 3.884 -0.429  0.05
N -2.088 -0.716 6.361  -0.08
H 2.167 -4.773 -7.983  0.09
H -4.721 -0.440 7.399  0.12
C -1.045 -3.543 -4.571  -0.04
C -0.667 3.654 0.212  -0.29
C 5.324 4.909 -1.809  -0.11
C -0.385 2.535 -2.704  -0.83
O 0.422 -2.575 -7.723  -0.02
C -2.590 -3.120 6.849  -0.02
C -1.652 0.665 4.350  -0.11
H 2.668 -1.669 -6.194  0.12
N 3.906 3.380 0.649  0.02
H 3.360 -2.780 -5.036  0.12
C 1.636 3.277 0.092  -0.05
H -2.096 -1.452 3.003  0.09
I 0.806 3.241 4.320  1.08
C 0.413 3.648 -2.060  -0.15
C -2.688 -1.481 8.654  -0.05
H -1.934 -3.531 7.617  0.08
I -0.738 2.793 -4.806  0.83
H 5.835 4.198 0.771  0.11
H 4.992 3.904 -2.044  0.06
C -2.446 -0.503 4.923  -0.49
H -3.229 -2.257 9.194  0.09
C 0.468 3.519 -0.574  -0.11
H -0.584 0.519 4.503  0.05
C -4.436 -1.379 6.913  -0.14
H -5.024 -2.161 7.398  0.12
H -4.174 -0.216 3.675  0.13
Br 3.001 6.304 -0.786  0.76
H -0.048 4.604 -2.302  0.12
C 0.193 -1.413 -4.963  -0.14
C 3.052 3.060 -0.421  -0.37
C 3.172 2.962 1.827  -0.43
H -3.482 -3.746 6.809  0.09
Cl -2.031 3.784 2.492  0.72
Br 4.483 5.586 2.306  0.76
H -2.051 -3.258 5.918  0.05
C 1.747 -3.619 -6.191  -0.48
H 3.584 -4.359 -7.014  0.09
C 0.623 3.330 2.245  -0.61
H 2.007 -5.771 -5.870  0.08
O -2.027 0.433 6.957  -0.02
H -2.160 4.779 -0.258  0.12
H -0.443 -1.010 -4.171  0.12
H -4.193 0.747 5.138  0.13
H 5.373 6.300 -0.244  0.07
C 1.544 -1.819 -4.380  -0.17
C -2.049 -1.717 4.059  -0.04
H -5.861 -1.008 5.344  0.11
C 4.805 4.518 0.666  -0.63
H 0.348 -0.598 -5.677  0.11
C 4.746 5.464 -0.516  -0.76
H -1.861 -3.080 -4.017  0.09
C -0.525 -2.572 -5.651  -0.49
C -2.946 -1.642 7.159  -0.48
O -0.770 1.595 -2.102  0.05
C 2.414 -2.446 -5.465  -0.14
C 1.734 -4.886 -5.296  -0.02
C -3.941 -0.242 4.742  -0.13
O 3.638 2.466 2.808  0.10
C -4.810 -1.288 5.437  -0.17
H -1.563 -1.255 -7.052  0.08
C -1.781 -2.053 -6.345  -0.04
H -1.626 -1.585 8.882  0.09
H -4.709 -2.265 4.956  0.11
H -2.466 -1.648 -5.601  0.09
H 2.442 -4.798 -4.470  0.09
H 1.415 3.703 -2.464  0.11
H 4.999 5.547 -2.620  0.07
H 2.046 -0.937 -3.976  0.11
H -1.026 -2.031 4.273  0.09
C 1.742 3.188 1.471  -0.16
C -0.578 3.562 1.581  -0.60

## Properties
Charge ... 0
HOMO (spin up / spin down) ... -8.35 / -9.24 eV
F_max ... 2.22 eV Å⁻¹
Expectation value of S² ... 2.0082
E ... -8026.82460 Eh
LUMO energy (spin up / spin down) ... -0.44 / -0.44 eV
Frontier orbital gap (spin up / spin down) ... 7.91 / 8.80 eV
Multiplicity ... 3

=====

4.
DFT (ωB97M-V/def2-TZVPD) results for C31H44BrN2O2P2W as an isolated structure.

Each line ends with the Löwdin charge.
Element x y z (Å)
H -5.530 1.989 0.040  0.09
C -0.250 -1.359 -0.848  -0.17
H -1.567 -3.028 -1.006  0.11
C 0.483 -3.653 -0.985  -0.09
H 1.604 3.571 -2.965  0.04
C -3.025 1.781 -1.127  0.05
H -6.791 0.770 -0.062  0.11
C -2.631 -0.559 -0.981  0.09
H 3.018 -1.429 -0.659  0.08
H 0.562 -5.136 -3.281  0.10
C -5.046 0.256 -1.218  -0.55
H -6.620 0.745 -2.601  0.11
C -1.676 1.982 -1.004  -0.07
C -1.270 -5.455 -1.214  -0.05
H 2.639 -3.829 -0.923  0.13
H -1.816 -5.146 -0.320  0.10
C 4.858 0.224 0.084  -0.22
H 3.214 5.008 0.326  0.10
P 1.387 3.646 -0.543  0.80
C 3.155 4.109 -0.288  -0.35
H -2.983 -1.577 -0.951  0.11
H -0.033 4.035 -2.489  0.05
H 1.887 -5.691 0.205  0.09
H -5.113 -1.744 -0.329  0.09
H 4.981 -0.624 -0.588  0.06
H 4.165 0.762 -2.847  0.07
H -1.401 -6.532 -1.308  0.10
O 1.916 0.411 1.632  -0.16
H 4.544 -0.123 1.068  0.06
C 0.356 4.684 0.539  -0.20
H -6.481 -1.334 -1.344  0.10
C 1.791 -3.160 -0.900  0.05
O 0.263 1.727 1.603  -0.15
C -0.064 1.670 4.457  0.03
H -0.416 5.171 -0.058  0.07
H 5.047 3.201 0.290  0.11
H 3.493 2.393 -2.811  0.03
H -3.672 2.641 -1.217  0.13
H -0.110 4.090 1.321  0.04
C 4.159 1.704 -2.298  -0.20
C 0.811 -5.843 0.118  -0.02
H 0.640 -6.915 0.028  0.11
H -0.919 2.146 6.357  0.12
H 2.012 -5.512 -2.334  0.09
N 1.021 -0.903 -0.749  -0.07
H -5.371 0.469 0.938  0.10
H 5.171 2.115 -2.310  0.08
C 0.222 -5.140 -1.117  -0.55
C -0.147 1.612 5.823  -0.07
C -5.714 0.915 0.003  -0.02
H 1.284 5.206 -2.369  0.08
H 0.335 -5.503 1.039  0.10
C -5.550 0.925 -2.507  -0.02
C 1.890 0.190 4.514  0.03
C 0.931 -5.641 -2.387  -0.02
C 1.807 0.137 5.880  -0.07
C 2.018 -1.815 -0.768  -0.06
P 3.667 1.413 -0.578  0.76
H -0.779 2.254 3.893  0.13
H 5.831 0.713 0.175  0.08
H -5.064 0.514 -3.393  0.10
H 3.724 2.803 1.370  0.10
C 0.790 0.848 6.537  -0.65
C -0.542 -2.703 -0.943  0.09
H 2.510 -0.442 6.462  0.12
C 1.039 1.028 2.388  -0.46
H 2.669 -0.354 3.997  0.13
C -1.279 -0.297 -0.903  -0.17
C 3.979 2.971 0.318  -0.37
Br 0.677 0.771 8.383  0.94
C 1.023 4.152 -2.252  -0.21
N -0.786 0.967 -0.904  -0.07
H 0.964 5.464 0.996  0.07
H -4.954 -1.741 -2.103  0.10
H -5.405 2.006 -2.500  0.09
H -1.271 2.981 -0.967  0.08
H -1.732 -5.000 -2.093  0.10
C -3.552 0.483 -1.110  -0.09
C 0.956 0.960 3.785  -0.14
H 0.738 -6.707 -2.503  0.11
C -5.402 -1.229 -1.248  -0.05
H 3.548 4.383 -1.270  0.09
W 1.183 1.126 -0.098  1.45

## Properties
Charge ... +3
HOMO (spin up / spin down) ... -16.38 / -16.38 eV
F_max ... 0.46 eV Å⁻¹
E ... -4790.66345 Eh
LUMO energy (spin up / spin down) ... -10.19 / -10.19 eV
Energy relative to the best compared isomer or geometry (same formula, charge and spin) ... 0.000 eV
Frontier orbital gap (spin up / spin down) ... 6.18 / 6.18 eV

=====

5.
DFT (ωB97M-V/def2-TZVPD) results for C31H44Cl3MgN7O7P as an isolated structure.

Each line ends with the Löwdin charge.
Element x y z (Å)
C -2.139 4.617 -1.661  -0.16
H -1.331 1.520 -4.734  0.11
H 0.467 -2.645 2.629  0.11
H -1.351 0.510 2.895  0.13
N 4.399 -0.895 -0.343  -0.05
H -0.685 3.045 0.755  0.10
H -3.221 4.619 -1.808  0.10
C 5.283 0.068 0.005  -0.59
H -3.084 -0.776 -3.754  0.12
H -6.903 1.657 -2.097  0.12
C 3.277 0.928 -0.200  -0.14
H -2.023 2.868 -2.990  0.10
C -1.794 4.688 -0.169  -0.14
O 6.173 3.109 0.169  0.13
H 6.758 -4.592 -1.674  0.11
C -1.593 -3.547 -0.272  -0.99
O 4.444 3.090 1.556  0.14
C -0.330 0.547 3.274  -0.12
H -1.061 -1.915 3.099  0.12
C 5.056 2.558 0.673  -0.49
H 4.917 -6.108 -1.016  0.11
H 0.940 -0.560 6.151  0.19
P -2.324 0.898 -0.937  0.56
H -0.852 5.213 -0.017  0.11
N 0.798 -0.554 5.143  -0.08
H -1.857 0.098 -5.639  0.12
H -4.324 2.501 -2.159  0.10
H 6.530 -2.174 -1.407  0.09
C 5.852 -4.193 -1.238  -0.07
H 2.814 -5.145 -0.086  0.11
H 2.418 -1.224 2.624  0.14
C -5.989 1.072 -2.014  -0.16
C 4.819 -5.041 -0.874  -0.07
N 3.155 -0.363 -0.451  0.18
C -1.550 3.283 -2.100  -0.18
N 0.450 -0.541 2.663  -0.18
C -1.546 0.451 -4.658  -0.16
O 0.315 -4.224 1.030  0.03
C -0.332 -0.284 -4.101  -0.15
H 2.885 -0.683 4.890  0.14
H 1.335 -2.551 4.829  0.14
H 0.052 -0.782 -2.029  0.10
H 6.484 2.595 -0.586  0.11
C 2.065 -0.105 4.468  -0.04
C 3.647 -4.508 -0.351  -0.06
O 2.031 2.821 -0.911  0.10
C 4.569 -2.308 -0.523  -0.18
Cl -1.751 -5.102 -1.077  0.64
C 5.733 -2.819 -1.075  -0.05
H 2.584 -2.735 0.189  0.08
H -0.350 -2.310 5.333  0.14
H -6.619 -0.958 -1.474  0.12
H 2.238 0.520 2.396  0.12
H -1.820 -2.760 -0.984  0.04
H -1.722 5.450 -2.225  0.12
H -0.114 1.335 5.322  0.14
C -6.109 -0.099 -1.043  -0.16
Cl 6.916 -0.215 0.414  0.80
C 3.515 -3.142 -0.172  -0.01
H -0.476 3.377 -2.293  0.12
H -2.440 2.930 0.998  0.11
H -2.559 5.219 0.395  0.11
H 0.613 0.022 -4.546  0.12
C -1.657 3.225 0.295  -0.16
C 1.878 -0.338 2.961  -0.10
H 0.114 1.490 2.953  0.14
C 2.043 1.800 -0.259  -0.57
H 0.132 0.971 -2.377  0.11
H -5.203 2.543 -0.631  0.12
C 4.609 1.269 0.091  -0.09
O 0.325 -2.221 0.050  -0.12
H -3.387 0.952 -3.569  0.10
H -5.730 0.712 -3.013  0.11
C -4.841 1.882 -1.424  -0.19
C -0.195 -3.357 0.348  -0.77
H -1.230 -0.041 5.201  0.14
C -0.389 0.035 -2.609  -0.17
H -4.555 -0.775 0.349  0.10
O 1.048 1.282 0.380  -0.12
N -1.838 0.161 -2.326  -0.17
C 0.443 -1.942 4.685  -0.04
O -1.753 0.150 0.256  -0.30
C -2.603 0.193 -3.592  -0.18
C -4.661 -0.425 -0.677  -0.18
C -0.315 0.398 4.805  -0.04
H -4.242 -1.193 -1.334  0.11
H 2.199 0.946 4.722  0.14
N -1.757 2.420 -0.935  -0.18
N -3.950 0.855 -0.862  -0.18
Mg 0.115 -0.381 0.448  0.60
H -6.665 0.202 -0.154  0.12
C 0.021 -1.838 3.212  -0.11
H -0.445 -1.359 -4.254  0.12
Cl -2.790 -3.368 1.050  0.61

## Properties
Charge ... +1
HOMO ... -10.88 eV
F_max ... 0.46 eV Å⁻¹
E ... -4039.75880 Eh
LUMO energy ... -2.85 eV
Frontier orbital gap ... 8.04 eV